# C28H25F5N4O3PSV

A structure of composition C28H25F5N4O3PSV (ωB97M-V/def2-TZVPD, OMol25).

The relative energy (zero: lowest compared OMol25 entry of this formula, charge and spin) comes out at 0.0 kcal/mol. The calculation puts the energy at -100941.05878 eV. As for the spin multiplicity: 2. As for the total charge: +1. The calculation puts the molar mass at 674.508 g/mol. The HOMO energy (spin up / spin down) comes out at -11.25 / -11.27 eV.

Last column: Mulliken spin population.
Atoms and positions in Å:
V 0.0369 1.1154 -0.9201  1.12
O -2.6409 0.5743 -3.4881  -0.01
C -1.8379 0.0672 -2.7659  0.00
O -1.5981 0.4674 -1.4961  -0.02
C -0.9616 -1.1196 -3.1863  0.00
P 0.4521 -1.1226 -2.0146  -0.06
C 1.9642 -1.5393 -2.9047  0.00
C 3.0740 -0.7065 -2.8609  0.00
C 4.2237 -1.0378 -3.5651  0.00
C 4.2642 -2.2055 -4.3088  0.00
C 3.1598 -3.0526 -4.3445  0.00
C 2.0159 -2.7239 -3.6430  0.00
C 0.1592 -2.4978 -0.8685  0.00
C 1.2406 -3.1461 -0.2730  0.00
C 1.0199 -4.1544 0.6519  0.00
C -0.2769 -4.5213 0.9886  0.00
C -1.3560 -3.8720 0.4064  0.00
C -1.1402 -2.8585 -0.5163  0.00
H -0.6400 -1.0096 -4.2216  0.00
H -1.5640 -2.0278 -3.1122  0.00
H 3.0502 0.1891 -2.2563  0.00
H 5.0839 -0.3855 -3.5297  0.00
H 5.1578 -2.4639 -4.8601  0.00
H 3.1965 -3.9681 -4.9184  0.00
H 1.1593 -3.3891 -3.6662  0.00
H 2.2533 -2.8672 -0.5425  0.00
H 1.8618 -4.6643 1.1007  0.00
H -0.4458 -5.3156 1.7022  0.00
H -2.3664 -4.1512 0.6704  0.00
H -1.9900 -2.3444 -0.9471  0.00
F -0.0330 -2.8774 4.5975  0.00
C 0.4207 -2.0768 3.6432  0.00
C -0.4624 -1.4914 2.7485  0.00
F -1.7693 -1.7117 2.8427  0.00
C 0.0528 -0.6834 1.7582  0.04
F -0.8171 -0.1315 0.8644  0.01
C 1.4009 -0.4184 1.6034  -0.03
S 1.9633 0.6543 0.3334  -0.04
C 2.2609 -1.0195 2.5138  0.01
F 3.5709 -0.8160 2.4214  0.00
C 1.7807 -1.8397 3.5228  0.00
F 2.6198 -2.4136 4.3749  0.00
O 2.5055 3.0518 -3.7104  0.01
C 1.7750 2.5689 -2.9535  0.03
N 1.0162 2.0653 -2.1633  -0.02
C -1.7152 2.6119 3.9562  0.00
C -0.2515 2.4914 3.5765  0.00
N -0.1332 2.4847 2.1235  0.00
C -1.0899 2.8341 1.2590  0.02
N -0.8465 2.6135 -0.0482  -0.05
C -1.7183 3.3412 -0.9906  0.00
C -3.1640 3.1821 -0.5677  0.00
C -3.3369 3.7534 0.8245  0.00
N -2.2189 3.3886 1.7006  0.00
C -2.3588 3.7054 3.1210  0.00
H -1.8011 2.8542 5.0145  0.00
H -2.2368 1.6685 3.7832  0.00
H 0.1814 1.5671 3.9622  0.00
H 0.3217 3.3265 3.9853  0.00
H 0.7515 2.2212 1.7047  0.00
H -1.5712 2.9316 -1.9901  0.00
H -1.4242 4.3954 -1.0256  0.00
H -3.4181 2.1204 -0.5870  0.00
H -3.8293 3.6997 -1.2575  0.00
H -4.2521 3.3779 1.2852  0.00
H -3.4001 4.8444 0.7962  0.00
H -3.4243 3.7796 3.3317  0.00
H -1.9048 4.6774 3.3351  0.00

***

# C28H25F5NO2Sn

A structure of composition C28H25F5NO2Sn (ωB97M-V/def2-TZVPD, OMol25).

The calculation puts the energy at -54430.60899 eV. As for the total charge: +1. The calculation puts the molar mass at 621.214 g/mol. The HOMO energy (spin up / spin down) comes out at -10.75 / -10.73 eV.

Last column: Löwdin charge in e.
Atoms and positions in Å:
C -0.8341 2.7127 -1.2853  -0.06
C -0.7487 1.5402 -2.0962  -0.09
C -1.4770 0.5086 -1.4584  -0.12
H -0.1897 1.4461 -3.0266  0.10
C -1.9904 1.0293 -0.2364  -0.14
C -1.5885 2.3998 -0.1311  -0.14
H -2.5564 0.4568 0.5043  0.07
C 2.9485 1.2980 -0.2943  -0.02
C 2.4624 1.2854 -1.6271  0.01
C 2.0962 -0.0278 -1.9788  -0.03
H 2.3739 2.1689 -2.2558  0.13
C 2.3781 -0.8509 -0.8525  -0.15
C 2.8707 -0.0308 0.2090  -0.06
H -1.5693 -0.5184 -1.8161  0.09
H -1.8021 3.0718 0.6927  0.10
H -0.4530 3.6901 -1.5603  0.11
H 3.0650 -0.3608 1.2171  0.11
H 1.6622 -0.3630 -2.9200  0.12
H 3.3022 2.1551 0.2734  0.12
Sn 0.1674 0.3866 2.2424  1.64
C 1.9677 -2.2951 -0.6060  -0.47
C 3.0608 -3.0071 0.1755  -0.01
C 1.6508 -3.0020 -1.9217  -0.03
H 3.9700 -2.9034 -0.4210  0.11
H 2.8043 -4.0633 0.3362  0.11
H 3.2345 -2.5368 1.1512  0.09
H 2.5694 -2.9422 -2.5306  0.11
H 0.8354 -2.5335 -2.4915  0.09
H 1.3865 -4.0562 -1.7529  0.10
C 0.6780 -2.0836 0.2889  -0.08
C 0.0906 -2.9310 1.4318  -0.37
H -0.1376 -1.7111 -0.3117  0.10
H 1.0173 -1.2266 0.9274  -0.05
O 0.4513 -2.7190 2.6357  -0.01
N -1.0841 -3.6786 1.0273  0.04
C -2.3035 -2.8526 1.0124  -0.16
H -1.1605 -4.5145 1.6130  0.14
C -2.9903 -2.6716 -0.3116  -0.24
C -4.1123 -1.8220 -0.3420  -0.07
H -4.4574 -1.3293 0.5885  0.12
C -4.7688 -1.5992 -1.5541  -0.07
H -5.6415 -0.9365 -1.5819  0.11
C -4.3059 -2.2296 -2.7285  -0.07
H -4.8354 -2.0644 -3.6761  0.11
C -3.1999 -3.0828 -2.6707  -0.08
H -2.8480 -3.5793 -3.5690  0.11
C -2.5371 -3.3174 -1.4637  -0.05
H -1.6805 -3.9811 -1.3851  0.10
H -2.0631 -1.8392 1.4251  0.10
H -3.0114 -3.2150 1.7802  0.15
F 1.9689 7.5787 2.8862  0.12
C 1.6321 6.2788 2.7327  -0.11
C 1.2825 5.4915 3.8481  -0.11
F 1.2118 6.0957 5.0649  0.11
C 1.0740 4.1162 3.7317  -0.11
F 0.6396 3.4537 4.8347  0.09
C 1.3381 3.4413 2.4934  -0.30
O 1.5016 2.1546 2.3204  -0.33
C 1.4581 4.3070 1.3878  -0.15
F 1.4469 3.7712 0.1497  0.07
C 1.7073 5.6523 1.4805  -0.13
F 2.0421 6.3858 0.3950  0.12

***

# C28H25F5NOSYb

A structure of composition C28H25F5NOSYb (ωB97M-V/def2-TZVPD, OMol25).

The calculation puts the energy at -88931.82667 eV. As for the spin multiplicity: 2. As for the total charge: 0. The calculation puts the molar mass at 691.611 g/mol. The HOMO energy (spin up / spin down) comes out at -7.78 / -7.80 eV.

Last column: Mulliken spin population.
Atoms and positions in Å:
C -2.3423 1.6260 0.6722  0.00
C -1.2044 2.2972 0.1580  0.00
C -0.7929 1.6161 -1.0145  0.00
H -0.7513 3.2068 0.5521  0.00
C -1.6690 0.5078 -1.2136  0.00
C -2.6174 0.5069 -0.1599  0.00
H -1.6741 -0.1612 -2.0739  0.00
C 0.5862 -0.3056 3.5077  0.00
C 0.5313 1.0782 3.1717  0.00
C 1.4673 1.3212 2.1323  0.00
H -0.0659 1.8372 3.6690  0.00
C 2.0632 0.0742 1.7847  -0.01
C 1.5426 -0.9253 2.6689  0.00
H -0.0246 1.9551 -1.7090  0.00
H -3.4282 -0.2113 -0.0463  0.00
H -2.9465 1.9684 1.5083  0.00
H 1.8741 -1.9653 2.7190  0.00
H 1.7375 2.2884 1.7049  0.00
H 0.0494 -0.8099 4.3080  0.00
Yb -0.3340 -0.2224 1.0161  1.00
C 2.8779 -0.2558 0.5566  0.00
C 3.9016 -1.3405 0.9590  0.00
C 3.5810 0.9674 -0.0451  0.00
H 4.4691 -1.0083 1.8432  0.00
H 4.6195 -1.5207 0.1558  0.00
H 3.4083 -2.2899 1.2003  0.00
H 4.1853 1.4878 0.7110  0.00
H 2.8588 1.6782 -0.4746  0.00
H 4.2529 0.6313 -0.8464  0.00
C 1.8165 -0.7474 -0.5000  0.00
C 2.3849 -1.5516 -1.6535  0.00
H 1.2377 0.1106 -0.8994  0.00
H 1.1180 -1.4947 -0.0335  0.00
O 3.1974 -2.4262 -1.3721  0.00
N 1.9971 -1.3312 -2.9583  0.00
C 0.6645 -0.9905 -3.4863  0.00
H 2.5405 -1.9016 -3.5967  0.00
C 0.5794 0.4486 -3.9360  0.00
C -0.6248 0.9367 -4.4521  0.00
H -1.4549 0.2425 -4.6003  0.00
C -0.7514 2.2875 -4.7679  0.00
H -1.7047 2.6673 -5.1304  0.00
C 0.3424 3.1478 -4.6235  0.00
H 0.2425 4.2093 -4.8583  0.00
C 1.5699 2.6460 -4.1808  0.00
H 2.4436 3.2906 -4.0826  0.00
C 1.6990 1.2854 -3.8616  0.00
H 2.6615 0.8557 -3.5677  0.00
H -0.1223 -1.2349 -2.7511  0.00
H 0.4780 -1.6429 -4.3582  0.00
F -5.6746 -1.2856 5.5558  0.00
C -4.8043 -1.5802 4.5725  0.00
C -4.8505 -2.8287 3.9397  0.00
F -5.7704 -3.7422 4.3224  0.00
C -3.9485 -3.1324 2.9260  0.00
F -4.0125 -4.3321 2.3151  0.00
C -2.9445 -2.2262 2.4934  0.00
S -1.8384 -2.6323 1.2671  0.00
C -2.9626 -0.9899 3.1643  0.00
F -2.0523 -0.0158 2.7729  0.00
C -3.8428 -0.6469 4.1717  0.00
F -3.7687 0.5735 4.7537  0.00